Entry 1:
Below is 14 unconnected molecules or ions with the total composition C4H26BO21, with properties calculated with ωB97M-V/def2-TZVPD.

Geometry (Å):
O  -2.3829  -1.5926  -1.5875
C  -1.7289  -0.9170  -0.7922
O  -0.4697  -0.5227  -0.8891
B  -0.0627  0.3876  0.2302
O  -1.3086  0.5306  1.0403
C  -2.2383  -0.1431  0.4829
O  -3.4558  -0.0639  0.7744
O  0.3743  1.7499  -0.1994
C  1.5997  2.0126  0.2858
O  2.2527  3.1219  0.0813
C  2.0656  0.8054  1.1426
O  1.1057  -0.0915  1.0222
O  3.0990  0.8027  1.8220
O  0.2501  4.7481  0.9130
H  0.9858  4.2148  0.6120
H  0.0318  5.3010  0.1628
O  -0.9163  -3.8363  -2.0376
H  -1.3447  -3.0594  -1.6784
H  -1.5718  -4.2261  -2.6160
O  -3.8210  -1.3855  -4.6514
H  -4.2643  -1.1515  -3.8359
H  -4.4204  -1.0998  -5.3408
O  -5.2040  -3.2535  -2.0184
H  -4.4742  -2.7552  -2.3862
H  -5.9661  -2.9719  -2.5246
O  2.3891  -1.7566  -1.5966
H  3.0925  -1.9754  -0.9854
H  1.6682  -2.3362  -1.3503
O  0.2952  -2.0124  -3.6451
H  0.6792  -1.2634  -3.1893
H  -0.1532  -2.5068  -2.9590
O  3.4390  3.1436  3.3105
H  3.6894  2.4772  2.6707
H  2.7350  2.7380  3.8165
O  2.9683  -2.7656  1.3667
H  2.1108  -3.0318  1.6985
H  2.7998  -1.9515  0.8922
O  -3.1526  1.9592  -1.9171
H  -2.7068  1.8707  -2.7595
H  -2.5752  1.5198  -1.2927
O  2.9600  -0.6143  4.6085
H  2.4607  -0.5582  3.7938
H  3.1909  -1.5400  4.6853
O  5.2301  0.8359  3.6734
H  4.2784  0.9370  3.6617
H  5.3744  -0.0340  4.0458
O  -4.9099  -1.0056  3.3292
H  -4.4877  -0.7094  2.5229
H  -4.1912  -1.3322  3.8705
O  1.1977  4.5788  -2.1151
H  1.4765  3.7653  -1.6946
H  2.0063  4.9633  -2.4535

Forces on the atoms, in the same order (eV/Å):
1.64 1.44 2.04
-1.13 0.43 -0.38
0.69 -0.23 -0.09
0.10 0.69 0.06
2.01 0.07 0.09
-6.00 -0.51 -0.18
3.56 -0.69 -0.62
1.61 -0.27 0.38
1.48 4.49 -1.51
-2.81 -5.91 0.95
1.41 1.35 0.66
0.27 -0.79 0.48
-3.00 -0.96 -1.83
-0.63 0.36 0.58
0.34 0.12 -0.17
-0.01 0.02 -0.26
0.59 -0.67 0.32
-0.63 0.20 0.10
-0.18 -0.09 -0.18
0.14 -0.21 -0.04
0.00 0.27 0.29
-0.13 0.07 -0.20
-0.11 -0.22 0.11
0.38 0.12 0.05
-0.21 0.02 -0.09
0.15 0.48 0.06
0.31 -0.21 -0.06
-0.25 -0.30 -0.09
0.24 0.44 -0.60
0.20 0.23 0.00
-0.14 -0.49 -0.01
0.00 0.48 0.29
0.09 -0.02 -0.40
-0.20 0.00 0.14
0.34 -0.26 0.07
-0.26 -0.07 0.03
-0.17 0.40 0.14
-0.28 0.04 -0.04
0.17 0.00 -0.25
0.04 0.14 0.15
-0.17 0.07 0.41
-0.08 0.02 -0.41
0.06 -0.25 -0.01
0.79 0.22 -0.06
-0.01 -0.19 0.21
-0.13 -0.12 0.04
-0.31 -0.14 0.33
0.18 0.25 -0.51
0.13 -0.05 0.12
-0.40 0.35 -0.46
0.14 -0.20 0.38
0.18 0.09 -0.03

The frontier orbital gap comes out at 9.66 eV. As for the total charge: -1. As for the total energy: -48251.6740 eV. The calculation puts the highest occupied orbital energy at -8.244 eV.

***

Entry 2:
Below is 8 unconnected molecules or ions with the total composition C4H26N2O7, with properties calculated with ωB97M-V/def2-TZVPD.

Geometry (Å):
C  0.4033  -3.3134  -1.9727
N  1.4276  -2.4610  -2.5630
C  -0.0948  -3.0434  -0.5539
C  -1.0775  -1.9488  0.1498
C  -1.8206  -0.9738  -0.7520
N  -0.9732  -0.2796  -1.7255
H  0.7963  -4.3238  -2.0146
H  -0.4771  -3.2177  -2.6333
H  1.1370  -1.5377  -2.8090
H  2.3850  -2.5465  -2.2689
H  0.7659  -3.0714  0.1342
H  -0.5891  -3.9726  -0.2154
H  -0.4009  -1.5876  0.9180
H  -1.8106  -2.6037  0.6094
H  -2.5256  -1.5924  -1.3244
H  -2.2060  -0.2026  -0.0790
H  -1.3935  0.5639  -2.1095
H  -0.8265  -0.7851  -2.5850
H  1.0863  3.6779  1.2460
H  0.9688  2.3569  1.7900
O  0.7081  3.2456  2.0343
H  -0.0566  1.7681  -1.0372
H  1.5230  1.8971  -0.9668
O  0.7114  2.1136  -0.5319
H  2.0104  -1.4792  1.2761
H  2.3833  -2.0422  2.6488
O  2.7471  -1.7857  1.8168
H  1.3614  1.1096  4.2420
H  0.3162  1.8505  4.7418
O  0.4309  1.2032  4.0262
H  -0.5865  4.1729  -0.2500
H  -0.6227  4.8408  1.1173
O  -0.9381  4.9107  0.2318
H  -1.1305  3.0545  -3.6081
H  -0.0680  3.5360  -2.5632
O  -0.1983  3.0893  -3.4312
H  -1.0310  -0.5138  3.6968
H  -0.9780  0.3658  2.5198
O  -1.3568  -0.4746  2.7954

Forces on the atoms, in the same order (eV/Å):
-0.50 1.50 -0.47
-0.27 -0.45 -0.33
-0.22 -0.94 2.18
1.71 -1.52 -1.83
0.83 -0.26 -0.09
0.62 0.99 -0.41
-0.26 -0.24 0.04
0.31 -0.48 -0.05
0.19 0.35 0.25
-0.18 0.07 0.31
0.18 0.16 -0.46
0.15 -0.05 -0.62
-0.73 0.91 0.01
-0.23 0.42 0.39
-0.65 0.49 0.61
-0.76 -0.24 -0.39
-0.39 -0.04 0.49
0.13 -0.69 0.11
-0.30 0.22 0.48
-0.34 -0.65 0.36
0.72 0.61 -0.66
1.23 -0.34 0.23
0.38 -0.49 -0.80
-1.41 0.68 0.46
-0.02 -0.07 0.12
-0.51 -0.26 0.80
0.48 0.37 -0.94
0.71 -0.82 -0.78
-1.16 0.20 -0.42
0.62 0.60 1.36
0.37 -0.67 0.02
0.29 -0.39 0.97
-0.77 1.02 -0.98
-0.66 0.21 0.03
-0.32 -0.40 -1.03
0.96 0.20 1.00
-0.02 -0.10 0.23
-0.05 0.10 -0.14
-0.10 0.00 -0.04

Its structure (SMILES) is NCCCCN.O.O.O.O.O.O.O. The frontier orbital gap comes out at 8.84 eV. As for the total energy: -21881.0164 eV. The calculation puts the highest occupied orbital energy at -8.710 eV.

***

Entry 3:
Below is 10 unconnected molecules or ions with the total composition C4H27N2O11, with properties calculated with ωB97M-V/def2-TZVPD.

Geometry (Å):
O  0.6817  -2.1047  -1.6532
C  0.0668  -1.0619  -1.5114
N  -1.1777  -0.9470  -2.0687
C  -2.1440  0.1531  -1.9473
C  0.6183  0.1670  -0.7712
N  1.1552  -0.2106  0.5226
C  2.2678  0.6517  0.9154
O  1.9075  1.9975  0.8038
H  -1.6386  -1.7916  -2.3789
H  -1.4719  1.0126  -1.8472
H  -2.5930  0.1158  -0.9226
H  -2.7995  0.1211  -2.8322
H  1.4639  0.4455  -1.4272
H  -0.0378  1.0397  -0.7782
H  0.3225  -0.1502  1.1094
H  3.0675  0.4715  0.1928
H  2.4999  0.4641  1.9795
H  0.5759  -4.2822  -1.2565
H  -0.3287  -3.6445  -0.2888
O  0.2978  -4.3869  -0.3403
H  -0.4036  3.5231  -0.5842
H  1.1032  3.2713  -0.4924
O  0.3963  3.4803  -1.1227
H  -1.2310  0.8330  1.4013
H  -2.0243  -0.3519  2.7390
O  -1.2975  -0.4147  2.1096
H  2.8802  -0.3601  -2.5987
H  2.5704  1.1856  -2.5617
O  3.2590  0.5264  -2.6708
H  -2.0815  -1.3343  1.1081
H  -2.3507  -2.9111  1.2191
O  -2.2619  -2.2054  0.5766
H  -1.2065  2.1085  2.2182
H  0.9686  2.1565  1.0060
O  -1.0074  1.9282  1.2889
H  1.2449  -0.0571  3.1994
H  -0.1411  0.3434  3.5212
O  0.7692  0.4807  3.8455
H  2.4620  -3.4340  0.0313
H  2.0837  -2.0385  0.0530
O  2.8136  -2.6093  0.3917
H  -3.2705  2.5976  -0.8756
H  -2.7419  2.3374  0.6602
O  -3.2666  2.8841  0.0372

Forces on the atoms, in the same order (eV/Å):
0.65 0.20 0.01
-1.73 0.45 -0.15
-0.68 -0.06 -0.33
1.81 -0.10 1.61
1.09 -0.51 -1.46
-0.36 0.04 -0.41
-1.77 -0.53 0.21
0.37 1.74 -0.36
0.72 -0.27 0.15
-0.89 0.52 -0.85
-0.57 -0.21 -1.11
0.12 0.41 0.73
-0.47 0.02 0.57
0.00 -0.30 0.22
0.83 -0.31 0.81
0.24 -0.02 0.50
0.46 -0.29 -0.72
0.17 -0.04 0.01
0.19 -0.11 0.41
-0.44 -0.11 -0.18
-0.01 -0.07 0.07
-0.02 -0.10 -0.24
-0.03 0.23 -0.06
0.46 1.06 0.53
-0.02 0.05 0.02
-0.55 0.57 -0.13
-0.18 0.32 0.06
-0.14 -0.15 -0.07
0.67 -0.13 -0.28
0.47 -1.58 -0.25
0.08 0.12 0.21
-0.32 0.78 -0.33
0.35 0.45 -0.09
-0.02 -0.70 0.53
-0.70 -1.30 0.21
0.02 -0.02 0.30
0.21 -0.13 -0.05
-0.20 -0.04 -0.09
0.27 -0.30 0.32
0.61 0.16 0.67
-0.70 0.03 -0.73
0.43 -0.58 0.25
0.33 0.09 -1.17
-0.74 0.75 0.63

The frontier orbital gap comes out at 9.31 eV. As for the total charge: -1. As for the total energy: -30090.9818 eV. The calculation puts the highest occupied orbital energy at -6.477 eV.

***

Entry 4:
Below is 9 unconnected molecules or ions with the total composition C4H27N2O9, with properties calculated with ωB97M-V/def2-TZVPD.

Geometry (Å):
O  -0.9146  2.1589  -0.5778
C  -1.6099  1.2709  -1.0427
N  -2.9249  1.4607  -1.2858
C  -1.0381  -0.0885  -1.3936
N  -0.2437  -0.6420  -0.2680
C  -1.0928  -1.1526  0.8576
C  -1.6457  -2.5342  0.5604
H  -3.5235  0.7460  -1.6797
H  -3.3390  2.3677  -1.1295
H  -1.8005  -0.8182  -1.6878
H  -0.4010  0.0097  -2.2839
H  0.3816  0.0769  0.1206
H  0.3516  -1.3942  -0.6577
H  -1.8918  -0.4317  1.1003
H  -0.4195  -1.1896  1.7186
H  -2.2396  -2.5863  -0.3348
H  -2.2743  -2.8929  1.3845
H  -0.8142  -3.2417  0.4379
H  1.3920  -1.7834  0.9332
H  1.1347  -3.2441  0.5365
O  0.7148  -2.3797  0.5344
H  -1.5434  3.0145  3.6167
H  -1.2809  1.7530  4.4509
O  -1.3579  2.0718  3.5440
H  2.6901  1.8966  -0.4591
H  4.0995  1.2692  -0.7804
O  3.1788  1.0524  -0.5970
H  2.8871  -0.0358  0.7431
H  1.8175  0.1826  1.7843
O  2.4420  -0.5060  1.4791
H  -0.6270  -3.5943  -2.0812
H  -0.2243  -2.7088  -3.2408
O  -0.5778  -2.6681  -2.3443
H  1.9573  0.2306  -1.6138
H  1.6775  -0.9752  -2.5593
O  1.2519  -0.2833  -2.0487
H  1.7904  3.9906  -0.7435
H  0.7210  2.8650  -0.5682
O  1.6094  3.1516  -0.3094
H  1.0572  2.3575  1.6132
H  -0.0351  1.7284  2.4609
O  0.6650  1.4960  1.8107

Forces on the atoms, in the same order (eV/Å):
0.31 0.20 0.02
-0.62 -0.21 -0.19
-0.19 -0.26 -0.17
-1.55 0.30 -0.27
-2.21 1.93 -0.90
-0.70 0.35 0.56
-0.54 -0.75 0.42
0.33 0.13 0.17
0.19 -0.02 0.00
0.01 0.24 0.52
-0.78 0.28 0.76
-0.28 0.04 -0.19
-0.66 0.53 0.28
0.28 -0.06 -0.44
-0.68 0.15 -0.04
-0.46 0.26 -0.38
0.06 0.26 -0.11
-1.42 0.19 0.17
0.59 0.02 0.08
0.29 -0.21 0.12
4.79 -2.79 0.84
-0.07 -0.01 0.03
-0.01 0.03 -0.03
-0.03 0.03 0.10
0.10 0.21 -0.04
-0.08 0.01 -0.04
0.20 -0.06 -0.16
0.05 -0.28 0.25
0.17 -0.04 0.35
-0.27 -0.01 -0.27
-0.07 0.01 0.07
-0.10 0.04 -0.05
0.27 -0.36 -0.25
0.49 -0.11 -0.26
0.40 0.03 -0.09
2.31 -0.10 -0.93
-0.06 0.01 -0.01
-0.54 -0.11 -0.06
0.44 0.24 0.17
0.17 -0.14 -0.29
0.03 -0.39 -0.12
-0.17 0.42 0.37

The frontier orbital gap comes out at 11.11 eV. As for the total charge: +1. As for the total energy: -25988.4340 eV. The calculation puts the highest occupied orbital energy at -13.432 eV.

***

Entry 5:
Below is 11 unconnected molecules or ions with the total composition C4H28NO13, with properties calculated with ωB97M-V/def2-TZVPD.

Geometry (Å):
C  0.8175  0.1901  -2.0319
N  1.0003  0.3421  -0.6021
C  -0.1022  0.7851  0.2419
C  0.3129  2.1532  0.7880
O  -0.7049  2.7266  1.6178
C  -0.3438  -0.2255  1.3913
O  -0.7887  0.2311  2.4675
O  -0.0457  -1.4251  1.1586
H  1.4824  0.8201  -2.6292
H  -0.1511  0.5953  -2.3559
H  0.7914  -0.8578  -2.3225
H  1.4775  -0.4518  -0.2046
H  -1.0748  0.8888  -0.2368
H  1.2471  2.1358  1.3526
H  0.3181  2.9154  0.0200
H  -1.1352  2.0186  2.1227
H  -2.3192  3.1677  -1.0941
H  -1.3074  3.8212  0.1019
O  -1.5895  3.7384  -0.8193
H  -3.0159  1.0928  -1.1100
H  -2.7955  1.8983  0.2039
O  -3.4542  1.6817  -0.4646
H  -0.5727  -4.5780  -0.7132
H  -0.3061  -4.2562  -2.1389
O  -1.0240  -4.5567  -1.5682
H  0.5916  -0.2256  3.6925
H  1.7898  -1.1239  3.3298
O  1.4688  -0.5169  4.0010
H  2.9293  0.7911  1.1801
H  3.2761  0.5783  2.6800
O  3.5623  0.3724  1.7814
H  0.5259  3.8158  -1.9007
H  1.6384  3.0200  -1.3031
O  1.4035  3.4696  -2.1223
H  1.8557  -2.5468  1.6938
H  2.9905  -1.3271  1.5900
O  2.5942  -2.1390  1.2436
H  -1.6425  -2.3580  0.1314
H  -1.7781  -3.1620  -1.1448
O  -2.3109  -2.5470  -0.5488
H  1.8580  -3.3538  -0.3366
H  0.7096  -2.2872  -0.0959
O  1.0025  -3.0541  -0.6387
H  -3.5878  -0.6035  -2.7691
H  -2.7182  -1.1848  -1.4891
O  -2.8747  -0.4687  -2.1490

Forces on the atoms, in the same order (eV/Å):
-1.04 0.60 -0.49
0.07 0.46 -0.16
1.29 -0.07 0.56
-1.56 0.46 0.87
-0.41 0.50 0.15
0.18 0.03 -0.10
-0.16 -0.12 0.07
-0.47 0.10 0.26
0.52 -0.48 0.14
-0.12 -0.16 0.42
0.38 -0.09 -0.20
-0.20 -0.17 0.04
0.20 -0.07 -0.60
0.18 -0.27 -0.13
0.85 -0.52 -0.50
0.45 -0.38 0.23
-0.04 -0.02 1.19
-1.20 -0.87 0.11
1.07 1.40 -1.55
-0.33 -0.33 0.18
-0.06 -0.16 0.15
0.02 0.27 -0.23
0.08 0.09 -0.03
0.03 0.07 0.04
0.16 -0.63 -0.41
-0.05 -0.15 -0.24
-0.28 -0.09 -0.06
0.36 0.26 0.32
-0.02 0.02 0.08
-0.28 0.09 -0.01
0.18 -0.03 -0.05
-0.12 -0.04 -0.24
0.23 -0.21 -0.18
-0.14 0.24 0.20
-0.20 0.78 0.54
-0.37 0.11 0.50
1.14 -0.92 -0.83
-0.21 0.38 0.19
-1.05 0.53 0.62
0.87 -0.35 -0.40
0.26 0.49 0.25
0.22 -0.23 0.20
-0.58 -0.55 -0.84
-0.19 -0.56 0.30
-0.47 -0.46 -0.37
0.78 1.05 -0.01

The frontier orbital gap comes out at 8.76 eV. As for the total charge: -1. As for the total energy: -32713.6158 eV. The calculation puts the highest occupied orbital energy at -5.946 eV.

***

Entry 6:
Below is 11 unconnected molecules or ions with the total composition C4H28O12S2, with properties calculated with ωB97M-V/def2-TZVPD.

Geometry (Å):
C  -1.7106  0.9667  -0.6125
C  -1.0954  0.8584  -1.9757
O  -0.9432  2.0799  -2.5430
O  -0.8995  -0.1511  -2.6058
C  -0.8676  0.6626  0.6460
S  -0.8410  -1.1638  0.7178
S  -1.7741  -1.9412  2.3111
C  -0.4459  -2.0280  3.6050
H  -2.1087  1.9714  -0.5091
H  -2.6138  0.3526  -0.6173
H  -0.5716  1.9898  -3.4316
H  0.1390  1.0541  0.5573
H  -1.3501  1.0929  1.5180
H  -0.5875  -1.2393  4.3477
H  -0.4901  -2.9747  4.1341
H  0.4635  -1.7710  3.0685
H  -1.7405  3.2503  0.9359
H  -3.1255  3.7223  1.2518
O  -2.5231  3.0045  1.4833
H  2.7237  -1.3666  -1.1235
H  3.3175  -2.2390  -0.0221
O  3.4780  -1.4256  -0.5252
H  2.0445  -3.9670  1.4597
H  1.5506  -3.9972  -0.0675
O  2.2701  -3.8143  0.5425
H  4.6876  2.5275  -0.8949
H  4.5112  0.9137  -0.7947
O  4.4692  1.7057  -1.3326
H  0.4964  3.2761  0.2109
H  -0.3529  3.6122  -0.9883
O  -0.3192  3.7416  -0.0318
H  -2.7604  -2.3879  -3.2236
H  -3.2544  -2.7889  -1.7834
O  -2.8129  -3.0945  -2.5775
H  1.1993  -2.9321  -2.4233
H  0.0220  -2.1665  -2.0253
O  0.7473  -2.6653  -1.6089
H  -4.1837  0.2680  1.4609
H  -4.2953  1.7787  1.5309
O  -4.7416  0.9989  1.1738
H  1.9610  -0.5549  1.1045
H  3.3736  -0.0161  0.8865
O  2.5701  0.1295  1.4016
H  2.4722  1.9044  -1.5001
H  2.0807  0.9859  -0.3597
O  1.8311  1.8371  -0.7704

Forces on the atoms, in the same order (eV/Å):
-0.62 0.88 0.47
-0.34 0.03 -0.34
0.18 0.19 0.23
0.38 -0.13 0.15
-0.80 -0.63 -0.71
1.01 -0.41 -0.40
0.07 0.15 0.95
-0.67 1.00 -0.17
0.17 0.04 -0.17
0.22 -0.22 0.00
-0.01 -0.27 -0.01
0.07 -0.16 0.11
-0.07 -0.12 0.02
-0.17 -0.02 -0.11
0.28 -0.23 -0.34
0.26 -0.59 0.17
-0.03 -0.14 0.37
-0.11 -0.02 0.26
-0.03 0.69 -0.30
-0.11 -0.23 0.00
-0.19 -0.20 -0.06
0.39 0.18 -0.42
-0.52 -0.20 -0.10
-0.47 0.13 0.34
1.04 0.23 -0.14
0.14 -0.34 0.70
0.33 0.27 0.49
-0.07 -0.07 -1.42
0.00 0.05 -0.09
-0.10 -0.07 0.00
0.25 0.06 0.00
-0.17 0.32 0.28
-0.01 0.39 -0.10
0.28 -0.66 -0.16
0.26 -0.30 0.29
-0.29 0.09 0.70
0.11 0.24 -1.15
-0.04 -0.01 0.07
0.14 -0.17 -0.13
0.00 0.00 0.05
0.10 -0.28 0.05
-0.24 -0.47 0.15
-0.21 0.62 0.39
-0.11 0.15 0.39
-0.14 0.69 0.23
-0.16 -0.50 -0.52

Its structure (SMILES) is CSSCCC(=O)O.O.O.O.O.O.O.O.O.O.O. The frontier orbital gap comes out at 9.25 eV. As for the total energy: -50843.9928 eV. The calculation puts the highest occupied orbital energy at -9.061 eV.